# 1
The following is a quantum chemistry calculation of a cluster of 2 separate species, H3NO2S in total, from the OMol25 dataset.

Values from the calculation:
Net charge = 0

Last column: Löwdin charge in e.
Geometry (Å):
S1 -0.025 -1.047 1.268  0.96
H1 -0.704 1.694 -0.555  -0.05
O1 0.334 -2.246 0.146  -0.34
H2 0.069 -2.120 -0.686  -0.03
H3 0.826 2.167 -0.119  0.02
N1 0.249 1.457 -0.687  0.04
O2 -0.750 0.095 0.634  -0.60

Forces on atoms 1 to 6 (eV/Å):
S -0.282 -0.025 -1.400
H -1.077 0.766 0.001
O 1.584 -0.150 6.398
H -1.910 1.262 -5.339
H -1.216 -1.214 -0.753
N 2.667 1.262 -0.122


# 2
The following is a quantum chemistry calculation of a cluster of 2 separate species, H3NO2S in total, from the OMol25 dataset.

Values from the calculation:
Net charge = 0

Last column: Löwdin charge in e.
Geometry (Å):
O1 -2.551 1.404 -0.163  -0.25
H1 -0.436 -0.769 1.430  0.04
O2 -1.434 -1.931 -0.217  -0.48
H2 0.100 0.250 -1.373  -0.01
H3 0.673 0.949 -0.059  0.07
N1 0.235 0.104 -0.432  -0.20
S1 -1.213 -0.602 0.239  0.84

Forces on atoms 1 to 6 (eV/Å):
O 0.500 -0.869 0.216
H -1.155 0.497 -0.542
O -0.215 -1.611 -1.243
H -0.477 0.390 -2.769
H -0.700 -0.436 0.576
N -0.003 -1.109 1.716


# 3
The following is a quantum chemistry calculation of the molecule H3NO2S2, from the OMol25 dataset.

Values from the calculation:
Net charge = 0

Last column: Löwdin charge in e.
Geometry (Å):
H1 0.930 1.539 -2.151  -0.10
N1 -0.945 -0.173 1.004  -0.20
S1 0.989 1.576 -0.762  0.68
O1 -0.235 -2.173 -0.102  -0.40
O2 1.134 0.036 -0.485  -0.90
H2 -0.875 -0.769 1.788  0.04
H3 -0.534 0.814 1.129  0.05
S2 -0.464 -0.850 -0.420  0.82

Forces on atoms 1 to 6 (eV/Å):
H -0.041 0.238 0.905
N 0.320 3.322 -0.838
S -0.129 1.999 -1.529
O 1.159 -4.929 0.743
O -0.274 -3.026 0.490
H 0.385 -0.775 0.917


| no. | DFT total energy (eV) |
| --- | --- |
| 1 | -16465.000 |
| 2 | -16462.190 |
| 3 | -27302.168 |